1.
Density functional theory data (ωB97M-V/def2-TZVPD) for N2P2S as an isolated structure in a non-equilibrium geometry.

The geometry in XYZ format:
```
5
Properties=species:S:1:pos:R:3:forces:R:3
N -0.3635 1.2339 0.0929 -0.497 0.908 -0.800
N -0.4856 -1.2525 0.0184 -0.271 -0.615 -0.365
P 1.2060 1.0278 -0.0490 -0.285 -0.012 0.500
P -1.4679 0.0192 -0.0550 0.733 0.203 0.733
S 1.1110 -1.0283 -0.0073 0.320 -0.484 -0.067
```
Positions in Å, forces in eV/Å.

Spin multiplicity: 1
F_max: 1.31 eV Å⁻¹
E_HOMO: -0.3597 hartree
Gap between HOMO and LUMO: 9.01 eV
LUMO level: -0.78 eV



2.
Density functional theory data (ωB97M-V/def2-TZVPD) for one molecule with the formula C5H7NS in a non-equilibrium geometry.

The geometry in XYZ format:
```
14
Properties=species:S:1:pos:R:3:forces:R:3
C 0.5766 -0.4619 1.0632 -0.416 1.414 -2.359
C 1.8281 1.4734 0.8253 0.435 -0.333 1.455
C 0.2657 0.7484 -1.1291 -3.353 -1.248 0.491
C -0.1420 -0.3730 -0.2666 -0.576 -3.805 1.070
C -1.6735 -0.8518 -0.0279 0.746 3.529 -0.572
N 1.4882 0.4354 1.4040 -0.464 0.000 -0.437
S 2.5884 2.7938 0.5135 0.240 0.571 -0.533
H 0.2230 -1.2606 1.6102 0.152 -1.344 1.877
H -0.4164 1.0520 -1.9102 0.038 0.365 0.026
H 1.2427 0.6288 -1.3573 3.071 0.407 -0.986
H 0.2301 -1.4167 -0.7389 -0.075 2.104 0.322
H -1.9809 -1.5634 -0.7277 -0.354 -0.794 -1.599
H -2.2581 0.0928 -0.1532 -0.023 -0.901 0.107
H -1.9719 -1.2972 0.8947 0.578 0.036 1.138
```
Positions in Å, forces in eV/Å.

Spin multiplicity: 1
F_max: 3.99 eV Å⁻¹
E_HOMO (alpha / beta): -0.3140 / -0.2525 hartree
Gap between HOMO and LUMO (alpha / beta): 8.33 / 6.11 eV
LUMO level (alpha / beta): -0.21 / -0.76 eV



3.
Density functional theory data (ωB97M-V/def2-TZVPD) for C36H80F4N6NaO8S4 as an isolated structure in a non-equilibrium geometry.

The geometry in XYZ format:
```
139
Properties=species:S:1:pos:R:3:forces:R:3
Na 3.1818 -1.6391 6.2976 -0.138 -0.497 0.167
C 2.9983 6.3758 -4.8713 0.335 -0.620 0.710
C 1.8824 5.7957 -5.7404 0.800 0.487 -0.855
C 1.4619 4.4037 -5.2962 -1.904 0.608 -0.823
N 0.3550 3.7724 -6.2374 0.309 -0.066 -1.454
C -0.6447 4.7679 -6.8884 -0.071 0.258 0.542
C -1.5001 5.3571 -5.7998 0.255 -0.161 0.000
C -2.3524 4.2760 -5.1390 0.363 -0.002 0.733
C -1.5062 3.1110 -4.5754 0.316 0.818 1.739
C -0.4292 2.6556 -5.5008 0.298 -0.061 -2.052
C 1.0824 3.2288 -7.4763 0.093 -0.597 0.914
H 3.0475 5.9146 -3.8849 -0.528 0.173 0.330
H 2.8696 7.4510 -4.7463 0.347 -0.149 -0.094
H 3.9858 6.0976 -5.2394 -0.012 0.491 -0.429
H 2.3138 5.7538 -6.7405 -0.022 -0.329 -0.219
H 1.1353 6.5757 -5.8872 -0.599 -0.505 0.573
H 0.9640 4.4283 -4.3269 0.449 -0.109 0.144
H 2.3310 3.7473 -5.3402 -0.298 -0.226 0.227
H -0.1061 5.5187 -7.4666 0.301 -0.182 0.208
H -1.2590 4.2185 -7.6017 0.182 -0.343 0.119
H -0.7850 5.8105 -5.1134 -0.180 -0.145 0.609
H -2.1167 6.2143 -6.0705 -0.029 -0.243 -0.655
H -2.8490 4.8500 -4.3566 -0.327 -0.699 0.338
H -3.1171 3.8190 -5.7672 -0.001 0.503 -0.427
H -1.0931 3.3535 -3.5963 0.149 0.460 0.080
H -2.0925 2.2257 -4.3294 -0.275 0.033 -0.317
H 0.3239 1.9363 -5.1791 -0.119 0.227 0.597
H -1.0164 2.1259 -6.2510 0.514 0.034 -0.768
H 1.5767 2.2840 -7.2504 -0.067 0.008 0.297
H 1.8661 3.9388 -7.7405 -0.386 0.045 -0.236
H 0.3660 3.0314 -8.2737 0.141 0.288 0.084
C -8.7405 -8.1850 0.0772 -3.137 -3.779 1.299
C -8.0972 -7.1172 -0.6004 2.003 2.386 0.015
C -7.6296 -7.5997 -1.9271 0.118 0.488 -1.670
N -7.1300 -6.5480 -2.9834 -0.519 1.116 0.259
C -6.4232 -7.3288 -4.1230 1.941 -0.056 0.562
C -5.0197 -7.9477 -3.6223 -1.765 1.271 1.389
C -4.2332 -6.8431 -2.8235 0.954 -1.664 -1.390
C -4.9229 -5.9806 -1.8180 -0.916 1.200 -0.472
C -6.2369 -5.4179 -2.3778 -0.112 -1.639 -0.371
C -8.3484 -5.7762 -3.6415 1.095 -1.358 -0.545
H -9.5152 -8.6105 -0.5606 -0.701 0.239 0.025
H -9.2160 -7.9383 1.0265 0.067 0.330 -0.114
H -8.2301 -9.1255 0.2849 1.072 0.362 0.017
H -7.2395 -6.9153 0.0412 0.364 0.798 -0.292
H -8.7417 -6.2382 -0.6019 0.025 0.090 -0.333
H -8.4233 -8.0846 -2.4955 -0.160 -0.150 0.215
H -6.8727 -8.3606 -1.7366 0.280 0.308 -0.421
H -7.0918 -8.0912 -4.5228 -0.157 0.070 0.334
H -6.1959 -6.6389 -4.9356 -0.243 0.284 0.183
H -5.2822 -8.7869 -2.9781 0.219 -0.064 0.077
H -4.3843 -8.3598 -4.4063 -0.401 0.312 -0.280
H -3.3682 -7.3124 -2.3548 -0.074 -0.200 0.138
H -3.7522 -6.2356 -3.5901 -0.200 0.413 -0.071
H -5.0278 -6.4045 -0.8193 -0.081 -0.112 -0.147
H -4.3015 -5.0869 -1.7616 0.145 -0.013 0.634
H -6.8502 -4.8886 -1.6485 0.047 -0.165 -0.020
H -6.0521 -4.7678 -3.2329 0.106 0.070 0.053
H -8.7475 -4.8604 -3.2054 0.163 -0.633 1.230
H -9.0657 -6.5788 -3.8128 -0.328 0.544 -0.071
H -7.9926 -5.3730 -4.5896 0.206 -0.542 -0.185
C -4.4330 3.1887 2.5934 -1.304 -0.351 -0.288
C -4.3061 4.7120 2.4990 0.603 -0.180 0.205
C -4.8606 5.5049 3.6858 -0.009 0.696 -1.744
N -4.8828 7.0137 3.3229 1.277 2.279 1.197
C -5.2063 7.7369 4.6519 0.078 0.655 0.528
C -4.0900 7.6219 5.7407 -0.123 -1.152 0.419
C -2.6940 8.0282 5.3089 0.291 -0.252 -0.687
C -2.3421 7.4057 3.9594 -1.634 0.519 -1.134
C -3.5242 7.6106 2.9010 1.616 -1.062 1.261
C -5.8999 7.5028 2.2940 0.185 -1.098 0.198
H -3.5377 2.6856 2.9587 -0.156 0.131 -0.029
H -4.7402 2.7722 1.6342 0.683 0.053 -0.327
H -5.3029 2.8526 3.1577 0.130 0.231 0.675
H -4.7264 5.1244 1.5818 -0.274 -0.280 -0.034
H -3.2301 4.8523 2.3959 0.067 0.543 0.140
H -4.2693 5.3970 4.5951 -0.241 0.014 -0.199
H -5.9170 5.2925 3.8496 0.108 -0.265 0.227
H -6.2185 7.3991 4.8741 0.263 -0.440 0.727
H -5.3774 8.7994 4.4787 0.354 0.066 -0.630
H -4.0446 6.6129 6.1503 -0.077 -0.333 -0.328
H -4.1901 8.1576 6.6847 -1.272 0.548 -0.360
H -1.9982 7.7212 6.0897 0.049 -0.015 -0.061
H -2.6489 9.1169 5.2808 0.135 0.075 -0.322
H -2.1308 6.3364 3.9563 -0.011 -0.086 0.531
H -1.5088 7.8497 3.4148 0.220 0.235 0.424
H -3.0600 7.0934 2.0613 -1.049 0.124 -0.549
H -3.6642 8.6749 2.7118 -0.239 -0.176 -0.091
H -6.8636 7.0538 2.5345 0.080 -0.172 -0.226
H -5.5235 7.2281 1.3087 -0.299 -0.211 0.086
H -6.0440 8.5833 2.2903 0.488 -0.050 0.493
C 7.5523 -4.5461 0.2600 -1.377 0.776 -0.379
C 8.9011 -3.8666 0.3194 -0.086 -0.459 -0.852
C 8.8052 -2.3831 -0.1864 0.602 0.104 1.918
N 9.7965 -1.4133 0.5316 0.115 0.643 -0.546
C 9.6763 0.0157 -0.0641 -0.052 -0.953 0.429
C 8.3889 0.6986 0.3447 -0.406 0.998 -0.844
C 8.1541 0.8434 1.8496 0.767 0.094 -0.532
C 8.2891 -0.5222 2.4989 1.546 0.361 -0.770
C 9.6414 -1.2539 2.0637 -1.443 -0.469 -0.727
C 11.2241 -1.8707 0.2535 -0.995 0.519 0.674
H 7.5810 -5.5864 0.5843 0.007 0.137 -0.199
H 7.0355 -4.4228 -0.6917 0.388 -0.548 -0.445
H 6.8468 -3.9926 0.8797 0.041 -0.180 0.651
H 9.5808 -4.4537 -0.2981 0.214 0.322 -0.243
H 9.1965 -4.1507 1.3294 0.565 1.283 0.307
H 7.8126 -1.9686 -0.0099 -0.007 -0.168 0.152
H 9.0084 -2.2381 -1.2475 0.162 -0.401 0.047
H 9.7724 -0.0790 -1.1457 -0.175 -0.085 -0.001
H 10.5520 0.5760 0.2634 -0.008 -0.114 0.284
H 7.5596 0.2707 -0.2185 -0.276 -0.497 0.459
H 8.4346 1.6657 -0.1560 0.186 0.364 0.228
H 7.2438 1.3606 2.1527 -0.454 -0.446 -0.536
H 8.8817 1.5214 2.2959 0.574 -0.062 -0.238
H 7.4402 -1.1209 2.1687 0.000 -0.291 0.647
H 8.3413 -0.2472 3.5524 -0.196 -1.157 0.255
H 9.6367 -2.2879 2.4085 0.103 0.194 0.363
H 10.5752 -0.7697 2.3493 -0.333 0.209 0.340
H 11.4219 -2.8046 0.7795 -0.093 0.023 -0.200
H 11.8076 -1.0670 0.7028 0.499 -0.307 -0.409
H 11.3427 -1.9584 -0.8264 0.180 0.016 0.183
N 4.1716 -4.5018 9.7630 6.651 -0.370 0.185
S 3.1042 -5.4877 10.0951 -9.545 -2.366 0.965
O 2.8553 -5.8342 11.4804 1.215 -0.230 -1.299
O 2.6946 -6.4025 9.0613 1.029 -0.367 0.447
F 1.9334 -4.4271 9.8832 -0.953 1.451 -0.119
S 5.3952 -5.6535 10.2200 4.840 -1.095 2.425
O 5.4164 -6.9111 9.4586 -0.292 2.831 1.023
O 5.6914 -5.7539 11.6744 -1.282 0.642 -3.630
F 6.7730 -4.8708 9.7389 -1.678 -0.133 -0.344
N 1.7785 -2.5317 2.2639 0.589 3.800 -2.175
S 1.5311 -1.6151 0.8982 -1.158 2.994 0.044
O 0.1367 -1.3952 0.4527 2.807 -0.951 1.062
O 2.5507 -1.7450 -0.0853 0.016 -0.176 0.085
F 1.8697 -0.1781 1.5907 0.031 -0.648 -0.082
S 0.8663 -3.6839 1.8880 -1.707 -9.012 1.371
O 1.2259 -4.4640 0.6931 -1.247 2.565 0.654
O -0.4808 -3.6475 2.4005 0.572 0.844 -1.254
F 1.4800 -4.7717 2.9418 0.222 0.863 0.393
```
Positions in Å, forces in eV/Å.

Spin multiplicity: 1
Charge: +3
F_max: 9.88 eV Å⁻¹
E_HOMO: -0.4075 hartree
Gap between HOMO and LUMO: 5.09 eV
LUMO level: -6.00 eV